ORCA calculation (ωB97M-V/def2-TZVPD) on a molecular structure, C34H50O6Se3W in a non-equilibrium geometry.

The geometry in XYZ format:
```
94
Properties=species:S:1:pos:R:3:forces:R:3:mulliken_charge:R:1
W -1.35494 -1.05648 -2.13931 -2.181 -0.950 2.216 0.136
C 2.97737 -1.00191 4.05760 0.028 0.054 0.032 -1.612
C 3.15647 -2.27534 3.21654 -0.034 -0.047 -0.029 1.999
C 2.57628 -3.48164 3.97753 0.001 0.006 -0.021 -1.609
C 4.64977 -2.51270 2.99012 0.049 0.018 -0.006 -2.164
C 2.39234 -2.12191 1.90145 0.120 -0.046 -0.031 -0.580
C 1.02264 -1.84874 1.94073 0.002 0.030 0.145 -1.025
C 0.35244 -1.75196 0.75046 -0.208 0.023 -0.166 0.627
Se -1.46627 -1.15254 0.65377 0.166 0.198 -0.166 0.208
C -1.11695 0.72735 0.74640 -0.145 -0.150 0.083 0.686
C -1.16889 1.41060 1.93905 -0.032 0.095 0.084 -0.940
C -0.91967 2.78776 1.93707 0.007 0.030 0.047 -0.495
C -0.67134 3.39952 0.70958 0.021 0.026 0.030 -0.111
C -0.61543 2.73063 -0.52032 0.090 0.275 -0.080 -0.631
C -0.81928 1.36489 -0.45248 -0.164 -0.173 0.004 -0.074
O -0.80454 0.56736 -1.57365 0.815 1.352 0.018 0.667
C -0.36912 3.45861 -1.85095 0.018 -0.049 0.076 2.067
C -0.17422 4.96410 -1.64606 0.002 0.004 0.098 -2.379
C -1.58331 3.26422 -2.77554 0.040 0.112 0.011 -1.249
C 0.89682 2.89801 -2.51849 0.090 0.076 0.019 -1.557
C -0.92707 3.56032 3.26055 0.005 -0.063 -0.060 1.910
C 0.16225 2.97829 4.17862 0.028 0.002 -0.011 -1.598
C -2.30183 3.40542 3.93070 -0.045 -0.012 -0.027 -1.621
C -0.64621 5.04959 3.05278 0.008 0.047 -0.007 -2.152
C 0.96932 -1.95517 -0.47995 -0.161 0.099 0.343 0.402
O 0.10247 -1.94292 -1.54284 1.330 -0.515 -0.313 0.119
C 2.34026 -2.15250 -0.58231 0.162 -0.074 -0.141 -0.843
C 3.00166 -2.23272 0.65045 0.012 -0.014 0.103 0.036
C 3.09426 -2.19545 -1.92482 -0.118 -0.029 0.105 2.398
C 2.95831 -0.81602 -2.59134 0.137 -0.006 0.046 -1.431
C 2.51924 -3.29198 -2.83304 0.058 -0.083 0.019 -1.580
C 4.58834 -2.47474 -1.73481 -0.001 -0.074 0.124 -2.345
H 3.55206 -1.08977 4.98305 -0.058 0.004 -0.067 0.486
H 1.93234 -0.83461 4.33660 0.095 -0.011 -0.027 0.346
H 3.33754 -0.12055 3.51868 -0.027 -0.062 0.043 0.357
H 3.11409 -3.61911 4.91868 -0.045 0.023 -0.065 0.456
H 2.67784 -4.39962 3.39254 -0.006 0.056 0.040 0.377
H 1.51796 -3.34135 4.21543 0.071 -0.012 -0.010 0.323
H 5.13964 -2.63416 3.95764 -0.010 0.012 -0.053 0.444
H 5.12676 -1.66764 2.48400 -0.038 -0.073 0.030 0.411
H 4.83794 -3.42324 2.41373 -0.018 0.071 0.046 0.444
H 0.50577 -1.68696 2.87984 0.061 -0.051 -0.039 0.587
H -1.39532 0.88564 2.85972 0.019 0.050 -0.025 0.568
H -0.51050 4.46584 0.70283 0.005 -0.012 -0.020 0.750
H -1.06439 5.44303 -1.22797 0.067 -0.040 -0.016 0.443
H 0.02466 5.42753 -2.61359 -0.019 -0.023 0.046 0.443
H 0.68009 5.18085 -0.99894 -0.061 -0.013 -0.051 0.463
H -2.50842 3.56693 -2.27968 -0.001 0.034 0.000 0.292
H -1.67614 2.23286 -3.10903 -0.029 -0.164 -0.043 0.014
H -1.46359 3.87919 -3.66968 -0.007 -0.020 0.038 0.535
H 1.75814 2.97613 -1.84902 -0.062 0.023 -0.051 0.336
H 1.11760 3.47652 -3.41791 -0.002 -0.032 0.032 0.524
H 0.78636 1.85688 -2.81462 -0.011 -0.043 -0.003 0.171
H -0.01712 1.92426 4.41133 0.007 0.078 -0.020 0.356
H 0.18122 3.52742 5.12392 -0.013 -0.057 -0.089 0.474
H 1.14989 3.06477 3.71676 -0.063 -0.009 0.038 0.362
H -2.52123 2.36417 4.18635 0.024 0.086 -0.027 0.318
H -3.09910 3.77611 3.27969 0.055 -0.022 0.058 0.356
H -2.32742 3.98299 4.85773 0.008 -0.053 -0.062 0.461
H 0.33455 5.22174 2.59811 -0.091 -0.013 0.045 0.423
H -0.64783 5.55125 4.02235 -0.004 -0.027 -0.064 0.440
H -1.41215 5.52902 2.43486 0.070 -0.042 0.054 0.437
H 4.06598 -2.40083 0.62459 0.017 0.002 -0.003 0.717
H 1.92277 -0.55042 -2.77945 -0.182 0.019 -0.048 0.096
H 3.47952 -0.81533 -3.55214 -0.027 -0.010 0.078 0.519
H 3.40059 -0.03899 -1.96237 -0.001 -0.031 -0.042 0.361
H 1.49172 -3.10131 -3.13077 -0.078 0.032 0.003 0.077
H 2.55419 -4.26630 -2.33835 0.025 0.049 -0.038 0.351
H 3.12065 -3.35659 -3.74225 -0.036 -0.002 0.046 0.522
H 5.08860 -1.68774 -1.16424 -0.042 -0.053 -0.022 0.444
H 5.06461 -2.51749 -2.71599 -0.040 0.013 0.058 0.439
H 4.76455 -3.43578 -1.24209 -0.004 0.079 -0.051 0.474
O -0.37910 -0.48208 -3.86851 -0.081 -0.147 -0.655 -0.452
C -1.38296 -1.09993 -4.37204 0.175 0.157 -0.493 0.620
O -2.50265 -0.77535 -3.78036 -0.065 0.219 -1.036 -0.461
C -1.21722 -2.61354 -4.69124 0.044 -0.032 0.144 0.376
O -1.15224 -3.24187 -5.68480 -0.031 0.090 0.184 -0.481
O -1.16894 -2.90910 -3.40235 0.156 0.028 -0.521 -0.606
C -4.83806 0.55497 -2.96715 0.038 -0.083 -0.081 -1.274
Se -3.68915 0.42538 -1.41853 0.260 0.074 0.147 0.485
C -4.75350 -0.80419 -0.37436 -0.060 -0.089 -0.077 -0.745
C -4.94949 -2.12776 -1.07830 0.040 0.071 0.149 -0.817
Se -3.33375 -2.92208 -1.83154 0.044 -0.111 -0.190 0.457
C -2.91962 -4.15799 -0.40050 0.203 -0.005 -0.080 -1.075
H -5.83052 0.78411 -2.58993 -0.067 0.048 -0.008 0.449
H -4.82701 -0.35843 -3.55127 -0.048 -0.003 -0.019 0.419
H -4.46000 1.38276 -3.55952 -0.005 0.012 -0.032 0.378
H -5.70864 -0.31140 -0.19739 -0.045 0.002 0.034 0.625
H -4.24423 -0.90242 0.57841 -0.009 -0.046 0.127 0.232
H -5.61085 -2.03416 -1.93433 -0.102 0.032 -0.029 0.400
H -5.36574 -2.87674 -0.40709 -0.069 -0.034 0.013 0.627
H -3.78482 -4.80827 -0.32480 -0.029 -0.100 0.031 0.482
H -2.73692 -3.63876 0.53154 -0.019 0.006 0.126 0.347
H -2.05018 -4.73049 -0.71372 0.024 -0.005 0.005 0.358
```
Forces are in eV/Å.

Computed properties:
- M (g/mol) = 975.5
- E_HOMO (eV) = -14.06
- relative energy (zero: lowest compared OMol25 entry of this formula, charge and spin) (kJ/mol) = 193.19
- net charge = +2